(1)
15
Properties=species:S:1:pos:R:3:forces:R:3 method="wB97M-V/def2-TZVPD" homo_ev=-8.6 gap_ev=9.43 charge=0 multiplicity=1 relative_energy_ev=1.359 lumo_energy_ev=0.79 smiles="C=C(C)O.ClCCl"
C -0.497 0.447 -1.741 -0.4 0.5 -1.0
C -0.945 0.740 -0.533 -1.0 -0.5 2.0
C -2.058 0.086 0.413 1.5 2.1 -2.9
O -0.253 1.653 0.215 -3.0 -1.2 2.3
H -0.961 -0.251 -2.407 -0.3 -0.3 0.0
H 0.298 1.052 -2.210 -0.3 -0.4 0.5
H -2.942 0.763 0.434 0.6 -0.7 0.2
H -2.232 -0.862 -0.026 -0.8 -1.0 -0.1
H -1.531 -0.011 1.327 0.0 -0.1 1.2
H 0.331 2.005 -0.368 3.1 2.0 -2.3
Cl 1.616 0.055 2.015 0.4 0.1 0.2
C 2.321 -1.213 0.986 0.9 1.4 -0.9
Cl 1.061 -1.711 -0.153 0.5 -0.6 0.1
H 2.592 -2.000 1.679 0.2 -0.2 -0.4
H 3.200 -0.752 0.369 -1.6 -1.1 1.4

(2)
17
Properties=species:S:1:pos:R:3:forces:R:3 method="wB97M-V/def2-TZVPD" homo_ev="-3.7 / -10.0" gap_ev="3.98 / 5.90" charge=0 multiplicity=3 s_squared=2.009 lumo_energy_ev="0.28 / -4.11"
C -0.718 -1.500 1.019 0.6 -0.6 -2.4
C -0.579 1.495 0.190 -0.5 0.9 3.7
C -0.182 -0.846 -0.284 0.0 -2.1 1.8
C 1.702 0.711 -0.644 0.5 0.1 5.0
N 0.384 0.440 0.133 0.1 1.0 -4.6
O -1.227 -0.885 -1.203 0.2 1.4 0.3
Cl 2.825 -0.439 0.026 1.4 -2.2 1.3
Cl 1.563 0.503 -2.401 -1.5 -0.7 -5.6
Cl 2.405 2.229 -0.289 0.0 2.5 0.8
H 0.139 -1.385 1.616 0.7 -0.9 1.7
H -1.581 -1.043 1.440 -0.7 0.4 0.3
H -0.943 -2.491 0.575 0.1 0.2 1.3
H -1.300 1.019 0.919 -0.2 0.9 -1.0
H -0.152 2.344 0.824 -0.3 -0.9 -1.3
H -1.051 1.896 -0.726 0.5 -0.6 0.2
H 0.670 -1.523 -0.531 -0.8 0.9 -0.6
H -1.954 -0.524 -0.661 -0.2 -0.4 -0.9

(3)
14
Properties=species:S:1:pos:R:3:forces:R:3 method="wB97M-V/def2-TZVPD" homo_ev=-10.6 gap_ev=11.40 charge=0 multiplicity=1 relative_energy_ev=3.831 lumo_energy_ev=0.76 smiles=CC(C)(Cl)CF
C -0.679 -0.981 -1.008 2.5 -2.2 2.5
C 0.192 0.130 -0.239 0.2 -3.3 2.0
C 0.739 -0.541 1.092 0.8 -0.6 -2.2
Cl 1.862 0.140 -0.978 -0.3 1.8 -2.0
C -0.364 1.406 0.187 -3.2 4.1 -1.1
F -1.422 1.683 -0.988 2.3 0.4 2.3
H 0.299 -1.754 -0.991 -3.4 1.1 -0.4
H -1.658 -1.448 -0.516 2.5 1.3 -0.3
H -0.959 -0.811 -2.007 0.1 0.8 -1.2
H 1.657 -1.185 0.566 -2.9 0.6 3.0
H -0.075 -0.771 1.751 -0.6 -1.8 0.0
H 1.102 0.237 1.708 1.6 1.1 0.3
H 0.411 2.267 0.319 -1.4 -1.5 -1.0
H -1.106 1.628 1.105 1.7 -1.7 -1.9

(4)
14
Properties=species:S:1:pos:R:3:forces:R:3 method="wB97M-V/def2-TZVPD" homo_ev=-9.7 gap_ev=10.73 charge=0 multiplicity=1 relative_energy_ev=0.453 lumo_energy_ev=1.02 smiles=NC1(CCl)CC1
N -0.778 1.542 0.114 1.1 1.2 1.7
C -0.705 0.158 -0.125 0.2 -1.3 1.4
C 0.540 -0.387 -0.699 -0.2 -0.4 -1.4
Cl 2.013 -0.114 0.182 1.0 -0.1 1.5
C -2.002 -0.494 -0.470 -0.6 0.3 0.1
C -1.411 -0.705 0.886 -1.0 1.0 1.3
H -0.769 1.969 -0.762 -0.3 1.2 -1.8
H 0.075 1.947 0.576 -1.1 -1.0 -0.2
H 0.448 -1.426 -0.997 0.1 -0.2 0.3
H 0.816 0.153 -1.569 -0.4 0.4 -1.3
H -2.043 -1.336 -1.144 0.0 0.1 -0.2
H -2.836 0.216 -0.460 0.2 -0.5 -0.4
H -1.920 -0.142 1.702 0.5 -0.5 -0.7
H -1.074 -1.669 1.211 0.4 -0.3 -0.3

(5)
14
Properties=species:S:1:pos:R:3:forces:R:3 method="wB97M-V/def2-TZVPD" homo_ev=-9.4 gap_ev=10.43 charge=0 multiplicity=1 relative_energy_ev=0.756 lumo_energy_ev=0.99 smiles=NCC1(Cl)CC1
N 2.139 0.496 0.218 -0.2 0.9 -2.8
C 1.017 -0.085 -0.522 -0.1 2.7 1.1
C -0.376 0.393 -0.069 0.0 -1.5 -0.6
Cl -0.663 2.112 0.031 0.3 0.2 0.5
C -1.026 -0.630 0.805 0.4 -0.1 1.8
C -1.596 -0.401 -0.493 1.8 -0.7 -2.0
H 2.176 0.340 1.166 -0.3 -0.6 2.6
H 2.100 1.506 0.064 0.2 -0.4 0.2
H 1.221 0.226 -1.505 -0.1 0.3 -1.6
H 1.036 -1.125 -0.493 0.0 -1.9 0.1
H -1.633 -0.301 1.614 -0.2 0.1 0.7
H -0.465 -1.542 0.958 0.1 0.1 0.3
H -2.491 0.108 -0.469 -1.8 1.1 -0.4
H -1.439 -1.098 -1.304 -0.2 -0.2 0.0

(6)
15
Properties=species:S:1:pos:R:3:forces:R:3 method="wB97M-V/def2-TZVPD" homo_ev=-13.7 gap_ev=10.47 charge=+1 multiplicity=1 relative_energy_ev=1.132 lumo_energy_ev=-3.22
C -1.138 0.193 -1.227 -0.5 -2.1 -2.5
C -0.599 1.158 0.613 4.9 1.8 3.0
C 0.516 0.361 0.205 -1.8 1.3 3.9
C 1.847 0.022 0.729 1.6 0.9 -2.5
N -1.498 1.080 -0.326 -0.9 -0.7 -1.1
N 0.109 -0.272 -0.865 -3.2 1.5 -1.9
Cl -1.534 -2.294 0.535 -3.6 0.7 0.6
H -1.799 -0.261 -2.038 1.3 1.0 1.3
H -0.408 -2.663 0.408 3.3 -1.2 -0.3
H -0.648 2.029 1.357 0.2 -1.9 -1.0
H 2.129 0.027 1.760 -0.5 0.0 0.6
H 2.470 0.781 0.186 0.1 -0.4 0.8
H 2.174 -0.895 0.206 -0.1 0.0 0.7
H -2.287 1.680 -0.219 -1.0 -0.1 -0.8
H 0.665 -0.944 -1.324 0.3 -0.8 -0.9

(7)
16
Properties=species:S:1:pos:R:3:forces:R:3 method="wB97M-V/def2-TZVPD" homo_ev="-8.7 / -8.7" gap_ev="8.65 / 7.50" charge=0 multiplicity=1 relative_energy_ev=3.561 lumo_energy_ev="-0.07 / -1.16"
C -0.222 -0.849 0.454 -0.5 0.5 0.2
C 0.675 -0.605 -0.729 -1.5 -0.3 -1.6
C -1.257 -1.987 0.519 2.8 -0.9 1.1
C -0.386 2.775 -0.424 -1.0 -0.9 -1.4
N -0.095 0.083 1.391 -0.5 -1.4 -0.7
N 0.853 0.946 1.146 0.9 1.6 0.8
P 1.926 0.640 -0.244 -1.7 0.0 0.0
Cl 3.199 -0.810 0.360 1.2 -0.6 0.9
H 1.060 -1.561 -1.077 0.2 0.1 -0.4
H 0.040 -0.142 -1.552 0.5 -0.7 0.7
H -1.094 -2.628 -0.399 -1.2 0.9 0.9
H -2.220 -1.659 0.896 -0.3 0.1 -0.9
H -0.937 -2.671 1.388 -0.1 0.9 -1.1
H -1.353 2.933 0.136 1.6 0.1 -0.3
H 0.361 3.588 -0.649 -1.1 -1.1 0.5
H -0.550 1.946 -1.216 0.6 1.6 1.3

(8)
15
Properties=species:S:1:pos:R:3:forces:R:3 method="wB97M-V/def2-TZVPD" homo_ev=-9.9 gap_ev=10.66 charge=0 multiplicity=1 relative_energy_ev=1.743 lumo_energy_ev=0.78 smiles="CC#N.CC=O.Cl"
C -1.554 -2.153 -0.356 -0.1 1.5 2.4
C -0.227 -1.833 0.109 0.6 1.0 0.8
N 0.746 -1.371 0.528 -0.7 -0.9 -0.5
H -2.348 -2.079 0.369 0.3 0.6 1.2
H -1.719 -3.093 -0.632 0.2 -4.1 -1.7
H -1.906 -1.521 -1.082 -0.3 1.7 -2.1
C 1.978 1.594 0.758 -2.5 1.7 -1.0
C 1.154 1.333 -0.452 0.7 -3.2 -2.9
O -0.013 1.479 -0.724 -0.2 1.4 1.1
H 2.960 1.640 0.466 2.5 0.9 -1.1
H 2.056 0.663 1.270 -1.1 -0.5 1.4
H 1.595 2.571 1.125 0.4 -1.1 1.0
H 1.623 0.691 -1.299 0.6 0.9 1.2
Cl -2.728 1.177 0.310 0.6 -0.5 -0.6
H -1.617 0.903 -0.389 -1.1 0.6 0.8

(9)
15
Properties=species:S:1:pos:R:3:forces:R:3 method="wB97M-V/def2-TZVPD" homo_ev="-5.7 / -9.6" gap_ev="6.53 / 7.14" charge=0 multiplicity=3 relative_energy_ev=4.030 s_squared=2.007 lumo_energy_ev="0.85 / -2.46"
C -0.965 -1.262 0.943 2.1 1.3 -1.8
C 1.795 -0.560 -1.531 0.1 -5.1 -4.9
C -1.264 0.232 0.722 -0.1 -0.5 -1.5
C 1.837 0.337 -0.552 -0.9 9.9 8.4
N -1.506 0.736 -0.444 0.8 -3.5 2.1
O -1.781 2.005 -0.565 -0.9 3.6 0.0
Cl 2.782 0.355 0.961 -0.6 -1.0 -1.7
H -0.250 -1.319 1.823 -0.9 -0.2 -1.1
H -0.365 -1.579 -0.060 -1.7 0.1 2.4
H -1.912 -1.777 1.139 0.5 -0.3 -0.2
H 2.393 -1.392 -1.443 1.3 -1.8 -0.1
H -2.014 2.531 0.258 0.5 -1.3 -0.5
H 1.184 -0.506 -2.379 -0.9 0.3 -0.8
H -1.218 0.839 1.601 -0.3 0.8 0.6
H 1.284 1.358 -0.474 1.0 -2.3 -0.9

(10)
16
Properties=species:S:1:pos:R:3:forces:R:3 method="wB97M-V/def2-TZVPD" homo_ev=-8.5 gap_ev=8.86 charge=0 multiplicity=1 relative_energy_ev=0.000 lumo_energy_ev=0.34 smiles="C[C@H](O)[C@@H](Cl)C(N)=S"
C 1.796 -0.013 1.162 0.3 -0.8 -0.6
C 0.610 -0.409 0.288 0.4 0.4 -0.2
O 1.020 -0.711 -1.048 0.6 1.0 -0.3
C -0.518 0.640 0.313 0.3 -0.3 -0.4
Cl 0.007 2.113 -0.596 0.0 -0.1 0.1
C -1.832 0.140 -0.260 -0.4 0.0 0.1
N -1.740 -0.488 -1.437 0.2 -0.1 -0.2
S -3.249 0.360 0.571 0.5 -0.1 -0.2
H 2.229 0.920 0.823 0.1 0.2 -0.1
H 1.508 0.100 2.189 -0.3 0.1 0.6
H 2.562 -0.813 1.120 -0.4 0.5 -0.1
H 0.188 -1.337 0.649 -0.2 -0.3 0.2
H 1.505 0.077 -1.407 -0.6 -0.9 0.5
H -0.683 0.953 1.328 -0.2 0.2 0.3
H -2.591 -0.855 -1.855 0.4 0.2 0.2
H -0.813 -0.678 -1.839 -0.6 0.1 0.2

(11)
16
Properties=species:S:1:pos:R:3:forces:R:3 method="wB97M-V/def2-TZVPD" homo_ev=-8.6 gap_ev=9.14 charge=0 multiplicity=1 relative_energy_ev=4.948 lumo_energy_ev=0.57
C -0.214 1.778 0.507 1.0 3.4 0.7
C -0.294 1.161 -0.873 1.0 -3.6 -0.9
O 0.765 -0.061 -0.801 -3.8 -0.2 1.4
C 0.267 -1.259 -0.080 3.7 -0.5 -2.6
C -1.098 -1.512 0.426 0.0 4.4 2.9
Cl -2.492 -2.010 -0.418 -1.1 -0.5 -1.9
N 1.165 -2.177 0.108 -0.1 2.5 -0.2
S 2.825 -1.736 -0.229 -0.1 1.1 -0.1
H 0.961 1.974 0.678 -2.7 0.3 -0.6
H -0.888 2.749 0.423 1.9 -1.3 0.3
H -0.466 1.440 1.541 -0.4 -1.1 -1.3
H 0.248 1.949 -1.633 -1.9 -2.4 1.6
H -1.301 0.489 -1.230 2.6 2.8 0.7
H -1.306 -0.292 0.709 -0.1 -3.6 0.2
H -1.103 -2.210 1.301 0.7 1.2 -0.6
H 2.931 -0.282 -0.428 -0.7 -2.4 0.3

(12)
23
Properties=species:S:1:pos:R:3:forces:R:3 method="wB97M-V/def2-TZVPD" homo_ev=-4.8 gap_ev=7.59 charge=-1 multiplicity=1 lumo_energy_ev=2.75
Cl -4.516 0.158 -0.031 -0.2 -0.2 -0.2
C -1.711 1.937 -0.755 -0.8 -1.5 -2.2
C -2.385 2.275 0.554 -0.3 -1.3 -1.0
O -1.308 2.696 1.401 1.3 0.4 0.5
S 0.115 2.380 0.738 -1.7 -2.0 0.0
O 0.936 1.571 1.567 0.2 0.1 0.5
O 0.617 3.563 0.178 0.7 1.3 -0.6
O -0.450 1.383 -0.406 1.2 0.9 1.3
H -1.511 2.725 -1.496 -0.3 0.3 0.5
H -2.217 1.105 -1.292 -0.2 0.7 0.6
H -2.834 1.334 0.943 0.0 0.9 -0.1
H -3.128 3.031 0.329 -0.1 0.3 0.8
C 0.850 -1.918 0.615 -1.7 -0.4 -0.3
C 1.640 -1.104 -0.437 0.3 0.2 2.4
O 1.912 -2.001 -1.498 0.1 -1.7 0.2
S 2.373 -3.365 -0.727 3.0 -0.3 2.2
O 3.757 -3.273 -0.202 -2.9 0.6 -1.4
O 2.068 -4.548 -1.426 -0.5 -0.1 -1.1
O 1.379 -3.269 0.520 0.3 0.6 -1.0
H -0.260 -1.984 0.456 1.0 0.1 -0.5
H 0.921 -1.646 1.653 0.7 0.7 0.2
H 2.595 -0.868 0.031 0.2 0.3 0.0
H 1.157 -0.185 -0.713 -0.3 -0.1 -0.6